{
  "formula": "C5H26N2O9",
  "method": "ωB97M-V with the def2-TZVPD basis set",
  "max_force_ev_per_a": 9.25,
  "orbital_gap_ev": 8.923,
  "e_above_lowest_kj_mol": 464.4,
  "homo_energy_ha": -0.3200,
  "multiplicity": 1,
  "elements": ["O", "O", "O", "O", "O", "O", "O", "O", "O", "N", "N", "C", "C", "C", "C", "C", "H", "H", "H", "H", "H", "H", "H", "H", "H", "H", "H", "H", "H", "H", "H", "H", "H", "H", "H", "H", "H", "H", "H", "H", "H", "H"],
  "coordinates": [[-4.229605, -0.086229, -0.047780], [-1.167191, 0.219125, 4.325768], [0.281613, -0.639022, -2.320142], [2.119641, -1.754828, -0.040892], [-0.098073, -2.768692, 1.869087], [2.258098, 0.952038, 0.948889], [-2.362810, -2.283783, 0.258773], [-0.012373, -3.219706, -0.567634], [1.566314, -1.094962, 2.896117], [-0.572269, 2.175467, -0.515196], [2.142866, 2.315582, -1.461283], [-0.956340, 2.627039, -1.744868], [0.240206, 2.288610, -2.962172], [1.357076, 1.439479, -2.449202], [-1.124427, 2.276740, 0.635173], [0.998854, 0.154614, -1.770251], [-2.725122, -2.949620, 0.836348], [1.398124, 2.942126, -1.048496], [-0.539190, 1.932118, 1.522654], [-4.150388, 0.478674, 0.687601], [-1.923779, -2.836695, -0.454229], [-1.049837, 1.127970, 4.353398], [-3.633990, -0.828211, -0.023954], [2.619865, 0.683008, 1.699279], [2.474695, 1.797830, -0.609089], [1.493226, 1.304168, 0.920340], [1.988842, 1.227262, -3.308251], [-0.961381, -2.393337, 1.376207], [-2.078867, 2.690522, 0.750915], [-0.444251, 1.852971, -3.788410], [1.286947, -0.067830, -0.758137], [0.407438, -2.364525, -0.901083], [-0.778040, 3.730858, -1.778492], [1.721781, -1.573019, 0.795906], [0.103719, -3.929537, -1.266921], [0.841975, 3.169260, -3.344962], [-0.356672, -0.192006, 4.087761], [-1.889732, 2.363301, -2.140746], [1.529195, -1.095062, 3.869169], [0.294295, -3.298228, 1.221972], [2.641801, -1.010446, -0.238863], [0.798043, -1.509333, 2.545883]],
  "forces_ev_per_a": [[-1.16, -0.18, -1.92], [-1.69, -2.23, 0.28], [-0.50, -1.16, -0.42], [-0.22, -2.03, -0.62], [-3.84, 2.73, 1.14], [6.92, -2.17, -5.31], [0.40, -0.57, -1.10], [0.26, -0.82, -2.50], [1.92, 1.86, 1.59], [0.78, -1.37, 3.81], [-1.21, 0.37, 0.22], [3.55, 2.63, -3.30], [-2.86, -0.01, -0.12], [1.59, 0.64, 2.07], [2.13, -0.78, -1.78], [-1.31, 0.61, -0.85], [-0.59, -0.36, 0.42], [1.44, -0.82, -0.61], [-0.75, 0.17, -0.65], [0.50, 0.56, 1.43], [-0.16, 1.08, 0.96], [0.57, 2.55, 0.07], [0.68, -0.33, 0.50], [1.50, -1.66, 5.45], [-0.26, 0.47, -1.71], [-8.45, 3.70, 0.60], [0.32, -0.30, -0.02], [2.62, -1.14, 1.26], [-1.58, 0.70, 0.50], [1.77, 0.45, 1.03], [0.37, 0.54, 0.17], [-0.39, -1.49, 0.12], [-1.00, -0.50, 0.34], [-0.16, 0.18, 1.08], [0.09, 1.61, 1.08], [-1.48, -0.42, 0.45], [1.07, -0.25, -0.43], [-1.45, -0.46, -0.27], [0.04, -0.33, -0.75], [0.95, -1.34, -1.79], [1.17, 1.29, -0.07], [-1.61, -1.46, -0.35]]
}